one:
ORCA calculation (ωB97M-V/def2-TZVPD) on a 2-piece molecular cluster, C4H16N3O overall.

Kohn-Sham gap: 9.8 eV

Structure (ORCA input):
```
! RIJCOSX wB97M-V def2-TZVPD def2/J DEFGRID3
* xyz 1 1
N -0.880 1.068 2.092
C -2.093 0.810 1.235
C -1.750 0.520 -0.211
N -0.631 -0.404 -0.280
C -0.284 -0.855 -1.611
C 1.034 -1.646 -1.485
N 2.151 -0.663 -1.356
H -0.779 2.059 2.309
H -0.017 0.763 1.597
H -0.942 0.577 2.983
H -2.832 1.616 1.232
H -2.625 -0.049 1.638
H -1.409 1.497 -0.631
H -2.495 0.260 -0.955
H 0.209 0.062 0.001
H -1.037 -1.516 -2.060
H -0.169 0.011 -2.297
H 1.162 -2.453 -2.198
H 0.940 -2.163 -0.528
H 2.953 -1.271 -1.181
H 2.407 -0.236 -2.242
H 1.814 0.396 0.302
H 2.522 1.340 1.357
O 1.706 0.821 1.181
*
```

=====

two:
ORCA calculation (ωB97M-V/def2-TZVPD) on a 2-piece molecular cluster, C4H16N3O overall.

Kohn-Sham gap: 11.3 eV

Structure (ORCA input):
```
! RIJCOSX wB97M-V def2-TZVPD def2/J DEFGRID3
* xyz 1 1
N -1.004 -0.488 1.095
C -0.865 -0.265 -0.376
C 0.600 -0.035 -0.732
C 1.621 -0.843 0.070
N 1.032 -2.155 0.471
C -1.825 0.895 -0.698
N -3.110 0.699 -0.051
H -2.009 -0.306 1.291
H -0.554 -1.400 1.312
H -0.402 0.144 1.621
H -1.170 -1.182 -0.875
H 0.828 1.038 -0.707
H 0.699 -0.108 -1.813
H 1.976 -0.361 0.971
H 2.426 -0.997 -0.618
H 1.760 -2.759 0.830
H 0.699 -2.589 -0.372
H -1.342 1.766 -0.279
H -1.788 1.139 -1.761
H -3.763 0.214 -0.652
H -3.501 1.589 0.223
H 3.642 1.292 0.093
H 3.185 2.554 0.696
O 2.989 1.990 -0.010
*
```

=====

Stability ranking, top entry: two; the second entry is 0.532 eV less favorable.

=====

one:
ORCA calculation (ωB97M-V/def2-TZVPD) on one molecule with the formula C20H24N2O6.

Kohn-Sham gap: 8.5 eV
SMILES: CCOC(=O)c1c(C)[nH]c(C(=O)OCC(=O)Nc2ccc(OCC)cc2)c1C

Structure (ORCA input):
```
! RIJCOSX wB97M-V def2-TZVPD def2/J DEFGRID3
* xyz 0 1
C 3.023 -3.259 5.670
C 3.076 -4.079 4.389
O 1.820 -4.076 3.712
C 1.562 -3.014 2.924
O 2.349 -2.109 2.767
C 0.244 -3.109 2.296
C -0.692 -4.134 2.470
C -0.638 -5.365 3.295
N -1.759 -3.835 1.719
C -1.566 -2.647 1.052
C -2.626 -2.172 0.186
O -3.668 -2.768 0.019
O -2.337 -1.000 -0.416
C -3.337 -0.486 -1.286
C -2.879 0.799 -1.983
O -3.603 1.344 -2.787
N -1.653 1.207 -1.598
C -0.923 2.328 -2.016
C -1.399 3.234 -2.954
C -0.632 4.323 -3.332
C 0.627 4.528 -2.778
O 1.462 5.568 -3.052
C 1.127 6.491 -4.069
C 1.359 5.932 -5.470
C 1.100 3.615 -1.832
C 0.338 2.533 -1.457
C -0.313 -2.164 1.395
C 0.318 -0.909 0.911
H 2.233 -3.627 6.322
H 3.974 -3.331 6.189
H 2.828 -2.216 5.433
H 3.280 -5.130 4.602
H 3.843 -3.678 3.718
H 0.195 -5.992 2.983
H -0.477 -5.113 4.341
H -1.565 -5.926 3.198
H -2.607 -4.373 1.623
H -3.593 -1.231 -2.049
H -4.253 -0.274 -0.723
H -1.189 0.624 -0.913
H -2.372 3.086 -3.391
H -1.040 5.004 -4.061
H 1.796 7.339 -3.893
H 0.094 6.839 -3.952
H 0.725 5.068 -5.653
H 1.138 6.696 -6.210
H 2.396 5.625 -5.577
H 2.075 3.782 -1.403
H 0.721 1.837 -0.724
H -0.304 -0.054 1.177
H 0.423 -0.939 -0.173
H 1.298 -0.793 1.362
*
```

=====

two:
ORCA calculation (ωB97M-V/def2-TZVPD) on C20H24N2O6 as an isolated structure.

Kohn-Sham gap: 7.9 eV

Structure (ORCA input):
```
! RIJCOSX wB97M-V def2-TZVPD def2/J DEFGRID3
* xyz 0 1
C -3.753 -2.681 1.700
H -3.837 -3.291 0.719
H -3.168 -3.194 2.357
H -4.700 -2.315 1.946
O -2.878 -1.807 1.160
C -3.464 -0.714 0.606
O -4.652 -0.770 0.346
C -2.447 0.445 0.185
C -2.848 1.660 -0.277
N -1.840 2.604 -0.271
C -0.658 2.766 0.231
C -0.235 1.477 0.570
C 1.240 1.091 1.123
O 1.941 2.295 1.591
O 1.574 -0.032 1.260
C 2.818 -0.295 2.025
H 3.246 0.458 2.514
C 3.876 -0.625 0.880
C 4.145 0.697 -0.248
H 3.098 0.765 -0.644
H 4.811 0.400 -0.966
H 4.123 1.615 0.499
C 3.540 -1.746 0.125
H 3.454 -2.652 0.931
H 2.567 -1.586 -0.633
H 4.357 -2.052 -0.721
H 4.884 -0.895 1.308
H 2.827 -0.959 2.537
C -1.047 0.083 0.740
C -0.385 -0.913 -0.309
C -0.345 -2.118 -0.118
C 0.111 -3.180 -1.093
C 0.656 -2.706 -2.179
C 0.584 -1.530 -2.542
C 0.039 -0.551 -1.619
N 0.119 1.091 -2.030
O 1.188 1.423 -2.392
O -0.990 1.418 -2.084
H 0.981 -1.007 -3.445
H 0.916 -3.336 -2.799
H 0.253 -4.276 -0.537
H -0.843 -2.478 1.138
H -1.015 -0.415 1.636
C 0.150 3.683 0.180
H 0.324 4.234 1.087
H -0.181 4.535 -0.403
H 1.234 3.528 -0.296
H -2.036 3.359 -0.674
C -4.136 2.093 -0.745
H -5.047 1.526 -0.028
H -4.299 3.122 -0.606
H -4.252 1.755 -1.738
*
```

=====

Stability ranking, top entry: one; the second entry is 22.969 eV less favorable.

=====

one:
ORCA calculation (ωB97M-V/def2-TZVPD) on a 2-piece molecular cluster, C7H14S overall.

Kohn-Sham gap: 9.5 eV
SMILES: C/C=C\C.C=C(C)S

Structure (ORCA input):
```
! RIJCOSX wB97M-V def2-TZVPD def2/J DEFGRID3
* xyz 0 1
C 3.005 1.593 0.440
C 3.654 0.327 0.833
C 3.467 -0.848 0.286
C 2.424 -1.168 -0.660
H 3.471 2.385 -0.193
H 2.629 1.988 1.322
H 1.938 1.505 -0.181
H 4.344 0.522 1.687
H 4.220 -1.606 0.735
H 1.411 -1.435 -0.120
H 2.221 -0.434 -1.365
H 2.741 -2.110 -1.187
C -4.462 -0.973 -0.337
C -3.449 -0.223 -0.003
C -3.194 1.076 -0.643
S -2.160 -0.841 1.042
H -5.154 -0.369 -1.066
H -4.834 -1.982 -0.038
H -2.188 1.187 -0.571
H -3.683 1.831 0.094
H -3.552 1.234 -1.758
H -2.849 -1.660 1.681
*
```

=====

two:
ORCA calculation (ωB97M-V/def2-TZVPD) on one molecule with the formula C7H14S.

Kohn-Sham gap: 9.5 eV
SMILES: CC[C@]1(C(C)C)CS1

Structure (ORCA input):
```
! RIJCOSX wB97M-V def2-TZVPD def2/J DEFGRID3
* xyz 0 1
C 2.548 1.030 0.287
C 1.044 1.273 0.005
C 0.127 0.068 0.157
C -1.321 0.456 0.362
C -1.915 1.433 -0.664
C -2.311 -0.657 0.552
C 0.670 -1.127 0.913
S 0.635 -1.356 -0.857
H 2.698 0.826 1.397
H 3.174 1.885 -0.092
H 2.889 0.183 -0.306
H 0.691 2.059 0.716
H 0.873 1.686 -1.018
H -1.273 0.954 1.344
H -2.009 0.908 -1.591
H -1.298 2.326 -0.759
H -2.932 1.699 -0.337
H -2.314 -1.347 -0.269
H -3.322 -0.268 0.669
H -2.055 -1.230 1.468
H 0.009 -1.859 1.393
H 1.644 -0.969 1.418
*
```

=====

Stability ranking, top entry: two; the second entry is 2.874 eV less favorable.

=====

one:
ORCA calculation (ωB97M-V/def2-TZVPD) on one molecule with the formula C4H2N2S.

Kohn-Sham gap (alpha / beta): 7.6 / 8.8 eV

Structure (ORCA input):
```
! RIJCOSX wB97M-V def2-TZVPD def2/J DEFGRID3
* xyz 0 1
C 0.526 1.100 -0.118
C 1.493 0.078 -0.070
C -0.739 0.565 -0.052
C -0.752 -0.810 0.135
N -2.837 -0.381 0.110
N -2.025 -1.169 0.367
S 0.884 -1.529 0.207
H 0.922 2.064 -0.298
H 2.528 0.083 -0.280
*
```

=====

two:
ORCA calculation (ωB97M-V/def2-TZVPD) on one molecule with the formula C4H2N2S.

Kohn-Sham gap (alpha / beta): 7.8 / 7.7 eV

Structure (ORCA input):
```
! RIJCOSX wB97M-V def2-TZVPD def2/J DEFGRID3
* xyz 0 1
C 0.571 -0.687 -0.592
C 1.425 -0.007 0.276
C -0.752 -0.206 -0.469
C -0.895 0.848 0.411
N -2.041 -0.584 -0.601
N -2.126 0.941 0.620
S 0.621 1.316 1.166
H 0.754 -1.481 -1.412
H 2.444 -0.140 0.601
*
```

=====

Stability ranking, top entry: one; the second entry is 0.310 eV less favorable.

=====

one:
ORCA calculation (ωB97M-V/def2-TZVPD) on C49H41HfN13O5S2 as an isolated structure.

Kohn-Sham gap (alpha / beta): 5.0 / 4.8 eV

Structure (ORCA input):
```
! RIJCOSX wB97M-V def2-TZVPD def2/J DEFGRID3
* xyz 0 1
Hf 1.151 1.021 0.572
C 4.871 -0.999 5.631
C 3.654 -1.425 6.172
C 2.447 -1.043 5.611
C 2.489 -0.246 4.478
C 1.453 0.339 3.646
N 0.186 0.353 3.973
C -0.743 0.932 3.222
C -2.095 1.123 3.697
C -2.691 0.900 4.934
C -4.001 1.308 5.095
C -4.706 1.914 4.046
C -4.120 2.127 2.812
C -2.798 1.726 2.645
C -1.844 1.893 1.571
N -2.162 2.475 0.422
C -1.251 2.874 -0.434
N 0.095 2.902 -0.191
C 0.690 3.477 -1.271
N 1.957 3.837 -1.392
C 2.880 3.460 -0.542
N 2.721 2.650 0.553
C 3.966 2.440 1.078
N 4.281 1.664 2.091
C 3.376 0.983 2.768
N 2.023 1.025 2.602
C 3.707 0.171 3.928
C 4.913 -0.184 4.513
C 4.960 3.223 0.356
C 6.325 3.377 0.516
C 6.989 4.176 -0.404
C 6.308 4.782 -1.460
C 4.937 4.633 -1.612
C 4.274 3.857 -0.680
C -0.291 3.749 -2.305
C -0.164 4.185 -3.616
C -1.321 4.287 -4.370
C -2.571 3.991 -3.815
C -2.696 3.549 -2.508
C -1.536 3.409 -1.759
N -0.620 1.404 1.949
H 5.796 -1.314 6.096
H 3.661 -2.056 7.051
H 1.499 -1.349 6.034
H -2.129 0.442 5.737
H -4.488 1.185 6.054
H -5.725 2.237 4.216
H -4.658 2.604 2.003
H 5.847 0.172 4.097
H 6.848 2.886 1.326
H 8.057 4.323 -0.309
H 6.863 5.376 -2.174
H 4.408 5.088 -2.438
H 0.811 4.411 -4.026
H -1.260 4.604 -5.403
H -3.455 4.100 -4.430
H -3.665 3.315 -2.086
O 4.033 0.975 -1.332
S 2.842 0.184 -1.254
O 2.780 -0.920 -2.174
O 1.592 1.038 -1.427
O 2.610 -0.276 0.190
C -4.503 0.240 -0.540
C -3.495 -0.897 -0.388
C -2.600 -1.077 -1.606
S -1.278 0.188 -1.697
O -0.509 -0.085 -0.414
C -0.399 -0.579 -3.099
C -0.777 0.183 -4.364
C -0.066 -0.398 -5.583
H -5.176 0.256 0.318
H -5.107 0.100 -1.441
H -3.997 1.200 -0.592
H -4.033 -1.833 -0.229
H -2.862 -0.729 0.489
H -3.170 -1.003 -2.535
H -2.070 -2.030 -1.563
H -0.660 -1.637 -3.169
H 0.661 -0.487 -2.880
H -0.500 1.232 -4.238
H -1.862 0.149 -4.511
H 1.012 -0.400 -5.420
H -0.282 0.192 -6.473
H -0.385 -1.425 -5.768
C 1.329 -3.226 -0.491
C 0.469 -2.960 0.684
N 0.316 -1.846 1.378
C -0.618 -2.146 2.352
C -1.024 -3.434 2.248
N -0.328 -3.957 1.185
C -0.410 -5.325 0.730
N -0.873 -5.445 -0.628
N -0.041 -5.907 -1.590
N -0.627 -5.873 -2.718
C -1.898 -5.371 -2.543
C -2.926 -5.132 -3.456
C -4.107 -4.633 -2.955
C -4.278 -4.380 -1.582
C -3.270 -4.600 -0.669
C -2.070 -5.092 -1.178
H 2.031 -2.428 -0.638
H 0.735 -3.305 -1.405
H 1.871 -4.166 -0.372
H -0.935 -1.431 3.085
H -1.719 -4.017 2.828
H -1.092 -5.851 1.397
H 0.567 -5.806 0.753
H -2.784 -5.340 -4.508
H -4.933 -4.434 -3.625
H -5.231 -4.000 -1.237
H -3.405 -4.397 0.386
*
```

=====

two:
ORCA calculation (ωB97M-V/def2-TZVPD) on C49H41HfN13O5S2 as an isolated structure.

Kohn-Sham gap (alpha / beta): 5.0 / 4.8 eV

Structure (ORCA input):
```
! RIJCOSX wB97M-V def2-TZVPD def2/J DEFGRID3
* xyz 0 1
Hf -1.254 -0.841 -0.283
C 2.462 0.087 4.931
C 1.228 0.388 5.539
C 0.032 0.027 4.944
C 0.092 -0.593 3.698
C -0.941 -1.056 2.783
N -2.221 -1.231 3.107
C -3.104 -1.676 2.241
C -4.458 -2.083 2.622
C -5.065 -2.237 3.856
C -6.367 -2.715 3.871
C -7.041 -3.022 2.683
C -6.432 -2.845 1.450
C -5.130 -2.378 1.445
C -4.179 -2.148 0.359
N -4.504 -2.177 -0.915
C -3.570 -2.056 -1.846
N -2.253 -2.337 -1.661
C -1.654 -2.346 -2.902
N -0.424 -2.744 -3.115
C 0.447 -2.894 -2.107
N 0.319 -2.407 -0.833
C 1.531 -2.507 -0.215
N 1.881 -1.996 0.970
C 1.005 -1.459 1.792
N -0.358 -1.480 1.622
C 1.316 -0.867 3.082
C 2.520 -0.561 3.709
C 2.468 -3.178 -1.097
C 3.795 -3.577 -0.933
C 4.397 -4.250 -1.980
C 3.700 -4.510 -3.177
C 2.392 -4.097 -3.348
C 1.781 -3.426 -2.286
C -2.617 -1.940 -3.918
C -2.502 -1.677 -5.275
C -3.604 -1.136 -5.917
C -4.800 -0.880 -5.228
C -4.931 -1.194 -3.885
C -3.822 -1.730 -3.246
N -2.962 -1.810 0.880
H 3.382 0.368 5.433
H 1.221 0.906 6.492
H -0.925 0.228 5.414
H -4.537 -1.996 4.772
H -6.874 -2.852 4.820
H -8.049 -3.414 2.729
H -6.950 -3.055 0.521
H 3.468 -0.821 3.251
H 4.322 -3.372 -0.008
H 5.421 -4.594 -1.878
H 4.201 -5.048 -3.975
H 1.849 -4.288 -4.269
H -1.583 -1.889 -5.813
H -3.542 -0.895 -6.972
H -5.631 -0.429 -5.757
H -5.844 -1.003 -3.332
O -2.731 2.587 -0.778
S -2.964 1.186 -0.568
O -4.330 0.762 -0.477
O -2.212 0.353 -1.633
O -2.159 0.691 0.669
C 1.006 -0.234 -6.446
C 0.751 0.447 -5.101
C 1.650 -0.166 -4.038
S 1.592 0.485 -2.375
O 0.280 -0.005 -1.808
C 1.379 2.266 -2.631
C -0.064 2.735 -2.793
C -0.206 4.209 -2.403
H 0.356 0.180 -7.219
H 0.814 -1.310 -6.382
H 2.042 -0.096 -6.764
H -0.293 0.315 -4.813
H 0.947 1.514 -5.201
H 2.709 -0.107 -4.314
H 1.394 -1.217 -3.896
H 2.031 2.546 -3.463
H 1.798 2.692 -1.712
H -0.713 2.139 -2.165
H -0.397 2.596 -3.822
H 0.044 4.345 -1.346
H -1.238 4.534 -2.537
H 0.447 4.852 -3.001
C 3.226 0.851 0.670
C 2.019 1.716 0.863
N 0.744 1.438 0.651
C 0.053 2.620 0.916
C 0.909 3.584 1.315
N 2.165 3.005 1.289
C 3.386 3.633 1.732
N 3.800 3.146 3.030
N 4.986 2.493 3.154
N 5.184 2.211 4.390
C 4.103 2.690 5.119
C 3.851 2.649 6.494
C 2.674 3.210 6.935
C 1.754 3.793 6.033
C 1.998 3.847 4.680
C 3.210 3.290 4.249
H 2.938 -0.171 0.434
H 3.844 0.836 1.570
H 3.842 1.235 -0.152
H -1.011 2.706 0.795
H 0.753 4.615 1.595
H 3.214 4.704 1.770
H 4.207 3.423 1.057
H 4.561 2.192 7.174
H 2.442 3.207 7.993
H 0.830 4.206 6.420
H 1.282 4.281 3.994
*
```

=====

Stability ranking, top entry: one; the second entry is 0.774 eV less favorable.